The following is a quantum chemistry calculation of 2 unconnected molecules or ions with the total composition C6H11NO2 at a distorted geometry, from OMol25.

Positions of all 20 atoms, in Å:
C 0.67 -1.89 1.58
C 0.79 -0.66 0.76
C 1.30 -0.78 -0.65
C 2.16 0.05 0.15
O 2.83 1.03 0.09
H -0.36 -1.99 1.93
H 0.90 -2.81 1.02
H 1.32 -1.87 2.46
H 0.35 0.19 1.27
H 1.75 -1.72 -0.93
H 0.87 -0.30 -1.53
C -2.00 0.37 -1.13
C -1.56 1.41 -0.14
N -0.37 2.07 -0.43
O -2.19 1.68 0.87
H -2.97 0.64 -1.54
H -2.08 -0.59 -0.62
H -1.30 0.26 -1.96
H -0.16 2.86 0.16
H 0.03 2.03 -1.36

Spin multiplicity ... 1
HOMO level ... -8.31 eV
Structure (SMILES) ... C[C@@H]1CC1=O.CC(N)=O
Relative energy (zero: lowest compared OMol25 entry of this formula, charge and spin) ... 294.6 kJ/mol
LUMO level ... 0.55 eV